[1]
Molecular formula: C38H47FeGe2N4O2Se2
Method: DFT, ωB97M-V/def2-TZVPD

The geometry in XYZ format:
```
96
Properties=species:S:1:pos:R:3:forces:R:3
H 1.024811 1.527752 -4.787533 0.030 -0.052 -0.008
C 1.307978 2.643818 -2.965904 0.084 -0.224 0.136
C -1.830919 2.190923 3.706219 -0.039 -0.052 0.041
H -2.259462 3.991809 -3.706237 0.002 0.042 0.014
H -0.514638 -4.404260 -4.312433 -0.004 0.037 0.008
C -1.309131 -3.120082 -2.783231 0.064 -0.037 0.010
H -4.873109 1.311266 -3.552715 0.060 0.007 0.006
H 4.359314 4.186568 -4.857917 -0.038 0.030 0.008
H -2.023311 -3.220834 1.042427 -0.017 -0.008 -0.069
C -3.842288 1.048635 -3.764392 -0.091 0.003 0.030
H 1.937158 -1.166248 -2.942137 0.055 0.005 0.081
O 6.203518 0.018554 1.923525 0.011 -0.096 -0.019
H -1.945770 -0.546087 -6.064234 -0.031 0.000 0.035
C 3.901540 -1.046333 0.713602 -0.005 -0.031 -0.290
H 2.962898 2.453276 -5.941408 -0.024 0.024 0.012
C -2.013709 -1.496777 -0.982486 -0.182 -0.107 0.038
H -2.894824 -2.147112 -0.907917 -0.007 0.010 -0.048
H -2.256487 -3.635154 -2.692307 0.007 0.023 -0.003
H -3.108930 -0.259573 0.678891 -0.053 -0.023 -0.017
H 6.504986 1.128277 0.188262 -0.014 -0.007 0.034
H -0.573428 -3.277015 0.051367 0.018 0.047 -0.040
N 0.537999 -1.703635 2.339426 -0.133 0.172 0.226
H -0.204424 0.035083 -4.478879 0.061 0.040 -0.032
C -2.325564 1.071498 3.063303 -0.063 -0.038 0.040
C 4.647987 0.217275 -1.439460 0.222 0.019 0.128
C -1.657007 0.571257 1.950928 -0.193 -0.109 -0.003
O 3.419726 0.353719 -2.119539 -0.387 -0.074 -0.063
H -4.310241 0.068086 -5.617856 0.014 -0.001 0.019
C 2.089707 3.652658 -2.394254 0.013 -0.006 -0.020
C -1.630933 4.684704 -3.146936 0.067 -0.106 0.094
H -3.231031 0.586350 3.411263 0.102 -0.026 0.007
C 1.324940 -1.733171 3.416179 0.047 -0.040 -0.013
C -1.039912 -2.028425 -1.972743 -0.147 0.018 -0.236
H 1.866473 4.001020 -1.394481 0.020 -0.004 -0.006
H 0.776086 2.696311 1.644646 -1.207 0.576 0.923
N 0.101755 -1.348099 -2.030774 0.469 0.031 -0.012
H -3.068443 4.615334 0.434402 0.003 -0.017 -0.006
H -2.131305 5.653557 -3.091286 0.020 -0.010 0.011
H 3.990873 1.435018 1.768054 0.089 0.049 0.024
C 2.727884 2.793804 -4.939647 -0.046 -0.072 0.030
H 5.144900 -0.706195 -1.763378 0.073 -0.002 0.080
C -1.210712 0.370070 -4.273831 -0.013 -0.065 0.046
C 1.635173 2.249981 -4.266509 -0.074 0.011 0.108
C -0.685705 2.786960 3.202191 -0.147 -0.152 -0.046
H -3.235991 2.903877 0.026724 0.008 0.038 0.021
H 0.726750 -4.847668 4.554617 -0.008 0.035 -0.010
C -3.531496 0.346651 -4.919163 0.074 -0.009 -0.013
H -2.642676 -1.318975 1.990342 -0.028 0.055 0.029
C -0.242748 5.423964 -0.393667 0.022 -0.223 -0.030
N -1.354445 -1.347210 0.319582 0.054 0.069 0.230
H 5.292579 1.060202 -1.709431 0.100 -0.034 0.033
C -0.342532 -3.542509 -3.679857 0.025 0.034 -0.011
Se 2.169725 -1.619345 0.026523 1.080 -0.858 0.066
H -0.242506 3.657712 3.666884 -0.054 0.007 -0.054
C 3.876162 1.456136 0.684379 0.031 -0.183 -0.788
C -0.215533 -2.763311 2.071381 0.034 0.107 -0.079
H 6.530239 -0.633667 0.047947 0.046 0.005 0.044
C -1.490239 1.114619 -3.126043 -0.121 0.066 0.202
C -0.107082 2.240405 2.071961 -1.353 0.872 1.035
C 4.545506 0.206085 0.097217 -0.479 0.188 -0.060
H 2.085791 -2.818682 5.103554 -0.046 0.023 -0.017
H -0.886325 5.910868 0.340442 0.030 0.009 -0.020
C -2.833341 1.428157 -2.887633 0.059 0.005 -0.017
C -0.172403 -3.919230 2.842363 -0.079 -0.047 0.009
H 3.736153 5.010977 -2.598622 -0.013 -0.040 -0.005
C 3.162727 4.219496 -3.067934 0.027 -0.017 0.005
Fe 0.587605 0.135860 -0.280206 -1.337 -0.719 0.181
C -2.208192 0.006547 -5.169212 -0.025 -0.024 0.028
C 1.028160 -1.752829 -2.909145 0.045 0.151 -0.095
C 0.663345 -3.955470 3.944431 0.004 0.017 -0.023
H -2.333311 2.588575 4.578617 0.010 -0.009 0.005
H 3.748559 -0.887068 1.781684 0.076 -0.026 0.027
H 1.913382 -0.838236 3.592558 -0.016 -0.009 0.036
C -3.038369 3.895499 -0.384270 0.142 -0.043 -0.022
C 3.505473 3.770936 -4.337436 0.001 -0.005 0.020
H 6.039090 0.843300 2.387724 0.046 0.080 -0.026
Ge -1.294129 4.024494 -1.320401 -0.013 0.032 0.123
H 0.075866 6.166292 -1.127377 0.009 -0.035 0.035
H 0.643547 5.046494 0.117759 -0.063 -0.006 0.022
H 1.635336 -3.123023 -4.435250 -0.014 0.013 0.046
H -3.832298 4.147222 -1.090491 -0.006 -0.047 0.053
H 3.585182 0.720568 -3.000056 -0.097 0.098 0.215
C -2.247248 -0.627974 1.240950 0.037 0.161 0.081
H 4.554591 -1.909936 0.601778 0.011 -0.055 0.014
H -2.334023 -0.519815 -1.345304 -0.070 0.057 0.126
Ge -0.152991 1.861634 -1.824392 -0.092 1.102 -1.344
N -0.571703 1.152448 1.451138 -0.553 -0.310 0.116
H -0.771206 -4.781100 2.571285 -0.029 0.062 0.034
C 0.852398 -2.840879 -3.743968 -0.095 0.011 -0.068
H 4.353267 2.356249 0.296004 0.043 0.017 -0.034
Se 1.926886 1.773057 0.519602 3.806 -0.331 -1.611
C -1.077508 -2.702589 0.833078 0.172 -0.011 0.073
C 6.026089 0.205136 0.532516 -0.010 -0.024 0.239
H -3.099183 1.995155 -2.000328 -0.044 -0.068 -0.102
H -0.686683 4.802266 -3.681345 -0.033 0.023 0.023
C 1.419671 -2.832082 4.251041 0.068 0.009 0.000
```
Forces are in eV/Å.

Results
Total charge: +1
Energy above the lowest of the compared OMol25 structures with the same formula, charge and spin (kJ/mol): 44.4
Highest occupied orbital energy (alpha / beta) (eV): -9.68 / -9.97
Spin multiplicity: 5

[2]
Molecular formula: C38H48As3Cl3F6N4O6PS3Sc
Method: DFT, ωB97M-V/def2-TZVPD

The geometry in XYZ format:
```
113
Properties=species:S:1:pos:R:3:forces:R:3
H 3.334687 -3.180423 -1.415607 -0.159 0.178 0.162
Cl -3.473707 2.137907 4.083665 -0.124 0.101 0.130
C -1.445910 1.855668 -2.370770 0.281 -0.454 0.044
N 2.106377 3.514396 2.478710 -0.122 -0.045 0.281
H -1.803046 -3.429698 -4.212470 -0.010 0.077 0.008
H 2.593190 -3.517001 0.153908 0.046 -0.024 -0.167
C -0.597588 4.072815 0.922760 -0.056 -0.154 -0.126
C 0.045604 5.283048 1.112984 -0.047 0.220 -0.051
H -0.969651 -3.876080 2.076318 -0.105 -0.006 -0.001
C 2.397032 -3.111828 -0.844348 -0.270 0.200 0.199
C 2.821376 4.519122 2.967895 0.443 0.204 -0.171
H -2.811553 -4.043709 -1.450449 0.236 0.125 0.146
H 0.261726 -2.512996 -5.665504 -0.048 0.076 0.046
H -5.367975 4.233085 0.600418 -0.012 0.045 -0.020
C 3.703146 -1.015976 0.637070 0.223 0.010 0.308
H -2.519743 -3.037368 1.909407 0.044 -0.016 -0.009
H -1.475286 -0.008915 -5.202564 0.025 -0.081 -0.041
C -4.926390 3.280029 0.342439 -0.085 0.043 0.003
N -0.752282 -0.443342 -2.712389 0.249 -0.171 0.135
H 5.523810 4.157855 0.982215 0.107 0.100 0.053
H 3.461579 -1.216651 1.679743 0.261 0.144 -0.211
H 1.214857 5.634994 3.809278 -0.095 -0.004 0.015
C 1.130761 -0.098033 5.762664 -0.468 -0.172 0.256
F 0.352169 0.949112 6.012842 0.218 0.130 -0.360
C 0.911993 5.779946 0.155145 -0.046 0.003 0.079
H 4.674946 5.634861 2.833702 0.046 0.108 0.093
C 0.704648 -3.491612 -5.843197 0.015 -0.131 0.116
H 0.089734 -2.750260 -2.694812 0.140 0.070 -0.297
C -0.405520 3.361782 -0.259548 0.006 -0.107 0.163
C 0.096828 -4.204458 -0.682083 0.154 0.293 0.105
C -3.206947 0.493010 3.548327 -0.030 -0.071 0.286
H -3.540225 -2.684581 -0.583105 0.079 0.025 -0.057
F 0.397981 -1.200095 5.938797 0.080 0.048 -0.003
C 0.735752 -3.598360 4.129670 -0.297 -0.060 0.099
C -2.093718 2.032838 -5.077667 0.096 -0.144 0.076
C -3.783233 0.842985 -0.292063 0.119 -0.051 -0.033
N 2.406554 -1.495256 3.857141 0.246 -0.114 -0.175
C 2.021747 -5.371963 -1.728573 -0.154 0.139 0.094
F 1.307295 -3.661527 5.325883 0.192 0.040 -0.179
H -3.331440 -0.113213 -0.544079 -0.051 0.021 0.023
O 0.488326 -0.030816 3.244882 -0.526 0.443 0.685
H 1.291784 -6.119419 -2.041279 0.089 -0.067 -0.021
F 0.530236 -4.847475 3.708673 0.261 0.213 -0.304
O 0.894486 -2.104254 1.935768 -0.247 -0.277 -0.343
O -1.953007 -0.647999 1.887009 0.025 -1.060 -0.345
H -2.232929 -4.579952 1.062096 0.141 0.234 -0.143
H 2.826582 6.198517 4.291956 0.006 0.055 0.070
C -5.149673 0.934428 -0.093644 -0.096 0.094 -0.104
C -1.528383 -4.481782 -4.262574 0.168 -0.044 0.004
C 4.086122 4.814074 2.459922 -0.126 -0.099 -0.044
H 0.722883 3.262507 -2.089967 -0.043 0.076 0.001
H -0.323408 -1.012041 -3.428619 0.076 0.042 0.111
C -2.974625 1.972401 -0.179084 0.019 -0.127 0.180
O -1.464321 1.460115 2.236244 0.583 -0.231 -0.167
Cl -2.558459 -0.503678 4.870749 -0.052 0.052 0.146
H 2.793616 -5.305539 -2.495372 0.074 -0.075 -0.032
As 0.432267 -4.712122 -4.310234 -0.175 0.351 -0.268
C 4.555313 4.002148 1.441374 0.027 0.258 0.182
H 4.476477 -1.721271 0.315892 -0.255 -0.031 -0.062
H 1.780139 -2.813060 -3.279177 -0.147 -0.048 -0.158
H 0.243040 -3.926609 -6.729961 -0.012 -0.021 0.040
H 3.374402 0.606396 -1.810256 -0.051 -0.083 -0.042
C -5.725496 2.155432 0.227516 -0.026 -0.102 -0.051
As 2.103988 -1.141621 -0.475652 1.749 -0.793 -1.593
C 1.350932 -4.000501 -1.539181 0.037 0.088 0.129
C 2.654823 2.798130 1.506759 -0.177 0.146 0.278
H 0.402875 -4.654041 0.268004 -0.112 -0.036 -0.022
H -1.220460 3.665231 1.706090 -0.040 0.042 -0.008
C 3.101801 -0.417642 -2.078727 -0.598 0.204 0.452
As -1.043995 -2.623790 -0.117282 -1.039 -1.855 -0.765
C -1.940510 3.037921 -2.910976 -0.040 -0.080 -0.168
F -0.456589 -3.010907 4.254366 0.180 0.080 -0.103
H -0.123329 5.835390 2.026139 -0.028 0.026 0.048
H -0.140891 -0.317287 -1.905141 -0.149 -0.183 -0.365
H -2.725392 -2.392610 -2.133017 0.087 -0.029 0.070
C 0.505893 3.843697 -1.201667 -0.120 -0.128 0.039
Sc -0.027055 -0.250630 1.245176 0.505 1.180 -0.832
C -3.560558 3.193696 0.129859 0.065 0.016 0.045
H 2.513374 -0.395027 -2.996732 -0.073 -0.059 0.088
H -2.360044 2.088897 -6.121996 0.004 0.019 -0.114
H 2.482498 -5.702500 -0.801258 0.046 -0.055 0.145
C -1.249337 0.754750 -3.211678 -0.116 0.468 0.014
Cl -4.702388 -0.214857 2.961230 -0.191 -0.123 0.012
C -2.240590 3.137693 -4.255342 -0.119 0.217 0.105
C 2.220512 5.322337 4.076021 0.071 -0.031 -0.029
H 4.089567 0.000535 0.572612 -0.105 -0.043 -0.033
P -1.190870 1.729010 -0.543404 -0.469 0.610 -0.642
C -1.600137 0.853552 -4.560476 0.017 -0.085 -0.028
H -2.954821 4.083486 0.208334 0.017 0.050 0.011
H -2.600968 4.070552 -4.654604 -0.103 0.147 -0.069
H 1.415437 6.722514 0.310997 0.043 0.094 0.027
H 1.768009 -3.369704 -6.043381 0.027 -0.005 0.046
O 2.655562 0.977674 3.875288 0.286 0.209 0.187
H 4.014302 -0.997987 -2.243655 -0.223 -0.060 0.186
S 1.732074 -0.082731 3.986885 0.405 0.163 1.240
C -1.775315 -3.639039 1.389673 -0.075 -0.034 0.220
H -6.793855 2.226413 0.380106 -0.022 0.004 0.043
S 1.779952 1.489650 0.793023 -0.257 -0.780 -0.626
C -2.699224 -2.981825 -1.216347 0.368 0.537 0.209
C -2.127651 0.450880 2.460547 -0.812 1.167 0.602
C 0.944308 -3.405815 -2.890066 -0.080 0.011 -0.048
H -5.771832 0.054755 -0.181103 -0.004 -0.076 -0.023
N 3.854926 2.994365 0.961791 0.086 -0.237 -0.270
F 2.116695 -0.109138 6.650727 0.206 0.028 -0.465
O 2.780461 -3.541840 2.471825 0.366 -0.025 0.126
H -0.558075 -4.919389 -1.202625 -0.063 0.230 0.254
H -1.956739 -5.002999 -3.409881 0.006 -0.033 0.047
C 1.156709 5.043773 -0.993311 0.097 0.017 -0.072
H 1.863189 5.403581 -1.727590 0.047 0.017 -0.054
S 1.822782 -2.606046 2.939893 -0.494 -1.202 1.248
H -1.948455 -4.916471 -5.169012 0.018 -0.011 -0.019
H 2.152543 4.705385 4.969358 -0.048 -0.030 0.112
H -2.089088 3.890419 -2.264271 -0.014 0.076 0.009
```
Forces are in eV/Å.

Results
Total charge: 0
Energy above the lowest of the compared OMol25 structures with the same formula, charge and spin (kJ/mol): 193.1
Highest occupied orbital energy (eV): -7.65

E_tot across the listed records, respectively: -12065.85653 -13131.14509 Eh.
Molar mass across the listed records, respectively: 950.81 1274.07 g/mol.